[1]
73
Properties=species:S:1:pos:R:3:lowdin_charge:R:1 method="wB97M-V/def2-TZVPD" charge=+2 fmax_ev_per_a=2.425 spin_multiplicity=1 relative_energy_kcal_mol=25.1
Ti 0.20 0.03 0.61 0.8286
C -2.29 -3.69 -3.22 -0.0701
C -0.78 -3.78 -3.10 -0.2093
N -0.17 -2.49 -2.89 0.0120
C -0.34 -1.75 -1.80 -0.7168
S 0.43 -0.18 -1.76 0.8076
N -1.12 -2.17 -0.82 0.0291
N -1.20 -1.39 0.25 -0.1086
C -2.13 -1.61 1.15 -0.2177
C -3.15 -2.69 0.99 0.0250
C -2.07 -0.70 2.29 -0.2033
C -2.96 -0.73 3.36 0.0317
C -2.79 0.16 4.40 0.0024
C -1.74 1.08 4.35 0.0028
C -0.91 1.06 3.24 -0.0758
N -1.05 0.19 2.24 0.0119
H -2.69 -4.64 -3.57 0.0836
H -2.58 -2.91 -3.91 0.0845
H -2.73 -3.47 -2.25 0.0411
H -0.34 -4.19 -4.01 0.1268
H -0.52 -4.43 -2.26 0.1213
H 0.34 -2.06 -3.65 0.1416
H -3.31 -2.86 -0.08 0.0778
H -4.09 -2.44 1.46 0.0907
H -2.79 -3.63 1.41 0.1083
H -3.78 -1.44 3.38 0.1277
H -3.47 0.15 5.24 0.1331
H -1.59 1.79 5.14 0.1271
H -0.11 1.79 3.13 0.1251
O 1.75 -0.85 0.88 -0.6164
S 3.16 -0.52 1.43 1.1838
C 2.84 0.94 2.48 -0.2580
C 4.15 1.47 2.99 -0.2955
C 4.39 1.56 4.35 -0.0423
C 5.61 2.03 4.81 -0.0490
C 6.59 2.42 3.91 -0.0470
C 6.35 2.32 2.54 -0.0461
C 5.14 1.84 2.08 -0.0522
C 3.28 -1.79 2.76 -0.2085
C 2.00 -1.88 3.52 -0.2856
C 0.89 -2.52 2.98 -0.0444
C -0.26 -2.67 3.73 -0.0689
C -0.33 -2.16 5.02 -0.0606
C 0.76 -1.50 5.56 -0.0424
C 1.92 -1.36 4.81 -0.0356
H 2.17 0.65 3.29 0.0882
H 2.34 1.66 1.81 0.0818
H 3.62 1.29 5.06 0.1069
H 5.79 2.09 5.87 0.1167
H 7.53 2.80 4.27 0.1175
H 7.12 2.61 1.84 0.1174
H 4.94 1.77 1.02 0.1130
H 4.13 -1.51 3.38 0.1188
H 3.49 -2.72 2.23 0.1169
H 0.96 -2.99 2.00 0.1249
H -1.10 -3.23 3.34 0.1109
H -1.22 -2.31 5.61 0.1188
H 0.73 -1.13 6.57 0.1191
H 2.79 -0.89 5.25 0.1127
C 0.62 3.26 -1.85 -0.1568
Si 0.15 3.13 -0.01 0.4425
C 0.92 4.52 1.03 -0.1389
C -1.74 2.92 0.26 -0.1306
O 0.63 1.66 0.58 -0.4381
H 0.39 4.25 -2.24 0.0442
H 0.07 2.54 -2.45 0.0013
H 1.68 3.08 -2.01 0.0406
H 0.56 5.46 0.65 0.0419
H 2.01 4.53 0.96 0.0355
H 0.66 4.47 2.09 0.0295
H -2.32 3.51 -0.44 0.0418
H -2.04 3.22 1.26 0.0329
H -2.01 1.85 0.12 0.0211



[2]
95
Properties=species:S:1:pos:R:3:lowdin_charge:R:1 method="wB97M-V/def2-TZVPD" charge=-2 fmax_ev_per_a=1.531 spin_multiplicity=1 relative_energy_kcal_mol=0.0
S -0.49 0.22 0.42 0.2580
O 0.44 1.06 1.21 -0.3900
O -0.12 0.36 -1.02 -0.3886
O -0.37 -1.21 0.79 -0.3758
O -1.89 0.65 0.60 -0.3791
C 0.72 -1.87 3.74 -0.0876
C 1.78 -0.94 3.11 -0.1159
O 2.99 -1.35 3.76 0.0599
C 2.68 -2.01 4.90 -0.5800
O 3.44 -2.24 5.79 0.1430
O 1.39 -2.40 4.88 0.0702
H 0.42 -2.61 3.00 0.1200
H -0.15 -1.32 4.09 0.1263
H 1.58 0.11 3.31 0.1074
H 1.86 -1.09 2.04 0.0807
C 2.24 -0.08 -3.27 -0.1070
C 1.01 -0.90 -3.62 -0.1019
O 0.84 -0.63 -5.03 0.0619
C 1.62 0.40 -5.40 -0.5851
O 1.63 0.86 -6.50 0.1458
O 2.37 0.83 -4.36 0.0657
H 3.14 -0.70 -3.15 0.1316
H 2.08 0.49 -2.36 0.0927
H 0.11 -0.55 -3.13 0.0784
H 1.14 -1.97 -3.46 0.1270
C 4.41 1.33 1.23 -0.1065
C 3.44 0.74 0.17 -0.0862
O 4.21 -0.36 -0.37 0.0472
C 5.40 -0.47 0.26 -0.5600
O 6.21 -1.32 0.04 0.1593
O 5.56 0.52 1.17 0.0631
H 3.97 1.29 2.23 0.1261
H 4.66 2.37 0.99 0.1189
H 3.27 1.46 -0.62 0.1090
H 2.53 0.42 0.68 0.0851
C -2.66 2.21 -2.07 -0.1028
C -1.72 1.72 -3.20 -0.1060
O -2.33 2.21 -4.39 0.0771
C -3.51 2.80 -4.09 -0.5715
O -4.25 3.27 -4.90 0.1376
O -3.76 2.77 -2.76 0.0732
H -2.15 2.89 -1.38 0.1191
H -2.92 1.33 -1.50 0.1008
H -1.72 0.63 -3.17 0.0892
H -0.72 2.10 -3.03 0.1115
C 1.82 -2.34 -0.64 -0.1329
C 0.94 -3.55 -0.43 -0.0981
O 1.92 -4.60 -0.50 0.0640
C 2.89 -4.19 -1.34 -0.5662
O 3.75 -4.88 -1.80 0.1510
O 2.73 -2.87 -1.62 0.0376
H 2.34 -2.00 0.26 0.1134
H 1.34 -1.43 -1.00 0.0879
H 0.18 -3.69 -1.20 0.1272
H 0.47 -3.53 0.55 0.1171
C -4.02 -1.84 1.87 -0.0840
C -2.64 -2.22 2.41 -0.1226
O -2.92 -2.99 3.58 0.0645
C -4.25 -2.95 3.84 -0.5853
O -4.77 -3.53 4.75 0.1370
O -4.89 -2.17 2.96 0.0585
H -4.30 -2.45 1.01 0.1187
H -4.10 -0.77 1.70 0.1253
H -2.00 -1.35 2.55 0.0893
H -2.12 -2.85 1.69 0.1147
C 1.92 4.16 -0.21 -0.1123
C 0.86 3.30 -0.95 -0.0954
O 0.22 4.27 -1.81 0.0585
C 0.70 5.50 -1.58 -0.5745
O 0.33 6.49 -2.12 0.1530
O 1.67 5.48 -0.64 0.0598
H 2.93 3.82 -0.42 0.1121
H 1.72 4.04 0.86 0.1238
H 0.14 2.88 -0.26 0.0900
H 1.29 2.55 -1.60 0.1070
C -1.15 3.27 2.95 -0.1015
C -1.13 1.85 3.49 -0.1191
O -1.68 1.99 4.81 0.0617
C -2.35 3.17 4.88 -0.5913
O -3.02 3.49 5.81 0.1321
O -2.14 3.90 3.78 0.0627
H -1.44 3.28 1.90 0.1203
H -0.22 3.83 3.05 0.1255
H -0.13 1.45 3.59 0.1015
H -1.77 1.26 2.84 0.1037
C -2.26 -1.90 -1.61 -0.0986
C -2.77 -1.89 -3.07 -0.1100
O -3.15 -3.24 -3.28 0.0640
C -3.32 -3.87 -2.09 -0.5787
O -3.78 -4.96 -1.98 0.1498
O -2.90 -3.09 -1.08 0.0511
H -2.56 -1.07 -0.98 0.1042
H -1.18 -1.99 -1.56 0.0914
H -1.98 -1.61 -3.76 0.1178
H -3.60 -1.20 -3.19 0.1322



[3]
72
Properties=species:S:1:pos:R:3:lowdin_charge:R:1 method="wB97M-V/def2-TZVPD" fmax_ev_per_a=13.573 spin_multiplicity=1 energy_ha=-1726.9731
C 1.12 5.06 5.92 -0.0574
C 1.48 4.69 4.39 -0.4959
C 2.00 3.32 4.19 -0.0531
O 0.33 4.89 3.62 -0.0255
H 0.41 4.27 6.15 0.0441
H 0.46 6.15 6.13 0.1392
H 2.07 5.06 6.64 0.0990
H 2.07 5.46 3.99 0.1061
H 2.70 2.88 4.71 0.0210
H 2.43 3.35 3.15 0.0868
H 1.27 2.47 4.28 0.1037
H 0.42 4.48 2.83 0.0231
C 5.10 5.09 -0.93 -0.0373
C 4.02 4.26 -0.03 -0.4414
C 4.62 3.12 0.82 -0.0739
O 3.49 5.27 0.77 -0.0223
H 5.64 4.23 -1.62 0.1266
H 5.93 5.62 -0.51 0.0489
H 4.60 5.87 -1.41 0.0252
H 3.18 3.76 -0.63 0.1462
H 4.07 2.26 0.89 0.0020
H 4.88 3.63 1.86 0.1206
H 5.66 2.68 0.47 0.1057
H 2.66 5.09 0.97 -0.0033
C -3.88 -4.08 -0.17 -0.0664
C -4.31 -2.70 0.15 -0.5684
C -5.72 -2.49 -0.35 -0.0840
O -4.47 -2.55 1.52 -0.0394
H -2.83 -4.18 0.29 0.0903
H -3.65 -4.10 -1.14 0.0322
H -4.52 -4.91 0.30 0.1298
H -3.55 -1.89 -0.34 0.1725
H -5.91 -2.41 -1.48 0.0759
H -6.19 -1.19 -0.24 0.1781
H -6.45 -3.09 -0.01 0.0087
H -4.78 -3.42 1.72 0.0630
C 1.34 -6.69 -1.16 0.0081
C 0.22 -6.45 -0.29 0.0918
C 0.35 -5.13 0.72 -0.4199
O -0.50 -4.74 1.47 0.0955
C 1.47 -4.36 0.63 0.0181
C 2.58 -4.55 -0.40 0.0956
C 2.53 -5.78 -1.18 -0.4417
O 3.50 -6.11 -1.83 0.0943
H 1.00 -7.61 -1.86 0.1600
H -0.62 -7.09 -0.20 0.0757
H 1.87 -3.33 1.06 0.1547
H 3.51 -4.06 -0.40 0.0971
C 0.57 -0.78 -0.96 -0.0131
C 1.35 0.12 -0.14 0.1151
C 1.02 0.04 1.50 -0.4289
O 1.66 0.70 2.19 0.1363
C -0.05 -0.80 1.95 0.0255
C -0.73 -1.63 1.03 0.0584
C -0.53 -1.62 -0.48 -0.4030
O -1.10 -2.36 -1.27 0.0709
H 0.86 -0.69 -2.01 0.0949
H 2.27 0.51 -0.56 0.0892
H -0.48 -0.60 2.92 0.1268
H -1.55 -2.33 1.39 0.1221
C -1.66 0.84 -4.17 0.0583
C -2.75 -0.04 -3.59 0.1332
C -4.12 -0.08 -4.39 -0.4080
O -4.99 -0.88 -4.21 0.1069
C -4.20 0.72 -5.64 0.0434
C -3.04 1.52 -6.14 0.0247
C -1.77 1.57 -5.43 -0.5242
O -0.89 2.22 -5.91 0.1045
H -0.50 0.71 -3.69 0.1609
H -2.63 -0.49 -2.74 -0.0009
H -5.23 0.96 -6.18 0.1494
H -3.14 2.37 -6.94 0.1480



[4]
72
Properties=species:S:1:pos:R:3:lowdin_charge:R:1 method="wB97M-V/def2-TZVPD" fmax_ev_per_a=2.427 spin_multiplicity=1 relative_energy_kcal_mol=22.2
Cs 0.11 0.09 0.14 1.1192
Cl 1.61 -7.09 3.24 0.6220
C 1.41 -5.43 2.75 -0.6884
C 1.98 -4.40 3.51 -0.1090
C 1.82 -3.10 3.12 -0.0196
C 1.08 -2.70 1.96 -0.4073
O 0.97 -1.48 1.66 -0.5181
C 0.50 -3.78 1.19 -0.1250
C -0.28 -3.68 -0.01 -0.0994
N -0.65 -2.64 -0.69 0.0087
C -1.42 -2.86 -1.85 -0.1945
C -1.83 -4.10 -2.33 -0.0193
C -2.60 -4.25 -3.49 -0.0767
C -3.00 -3.17 -4.22 -0.0488
C -2.62 -1.88 -3.79 -0.1555
C -3.01 -0.73 -4.50 -0.0144
C -2.63 0.50 -4.06 -0.0501
C -1.85 0.57 -2.89 -0.1631
N -1.47 -0.47 -2.19 -0.0346
C -1.83 -1.71 -2.61 -0.1573
C 0.70 -5.12 1.63 -0.0854
H 2.55 -4.65 4.40 0.1029
H 2.25 -2.30 3.70 0.1047
H -0.56 -4.67 -0.34 0.0936
H -1.56 -5.00 -1.81 0.0953
H -2.87 -5.25 -3.80 0.1067
H -3.59 -3.29 -5.11 0.1109
H -3.61 -0.85 -5.40 0.1176
H -2.91 1.40 -4.59 0.1029
H -1.53 1.54 -2.52 0.0373
H 0.26 -5.92 1.04 0.1055
C -1.81 4.29 -2.01 -0.3270
As -0.34 3.52 -0.93 1.0653
C 1.06 4.22 -2.11 -0.3230
C -0.49 4.96 0.43 -0.3676
C 0.55 5.17 1.54 -0.6656
C 1.93 5.44 0.91 -0.0801
C 0.66 4.01 2.54 -0.3741
As 1.59 2.31 2.10 1.0195
C 1.39 1.61 3.91 -0.3138
C 3.46 2.85 2.37 -0.3256
C 0.16 6.45 2.31 -0.3835
As -1.42 6.66 3.52 1.1293
C -0.83 5.63 5.09 -0.3533
C -2.77 5.37 2.90 -0.3592
H -1.63 5.35 -2.16 0.0259
H -2.77 4.15 -1.52 0.0263
H -1.84 3.80 -2.99 0.0098
H 1.00 5.31 -2.19 0.0290
H 0.89 3.80 -3.10 0.0206
H 2.06 3.94 -1.78 0.0098
H -1.47 4.77 0.89 0.0355
H -0.58 5.89 -0.13 0.0776
H 2.26 4.56 0.36 0.0407
H 2.67 5.67 1.67 0.0880
H 1.88 6.28 0.21 0.0910
H -0.34 3.70 2.85 0.0497
H 1.17 4.39 3.43 0.0685
H 1.75 2.33 4.64 0.0276
H 1.97 0.69 4.00 0.0182
H 0.35 1.36 4.13 0.0268
H 3.55 3.51 3.24 0.0282
H 3.88 3.35 1.50 0.0079
H 4.03 1.94 2.56 0.0224
H 0.05 7.26 1.58 0.0577
H 0.99 6.74 2.96 0.0674
H 0.09 6.05 5.49 0.0176
H -0.67 4.57 4.87 0.0016
H -1.61 5.71 5.85 0.0136
H -3.19 5.68 1.94 0.0122
H -3.57 5.39 3.63 0.0163
H -2.40 4.35 2.82 0.0081



[5]
100
Properties=species:S:1:pos:R:3:lowdin_charge:R:1 method="wB97M-V/def2-TZVPD" fmax_ev_per_a=3.147 spin_multiplicity=1 relative_energy_kcal_mol=0.0
C -1.42 1.11 1.96 -0.0997
C -1.65 2.62 1.98 -0.2370
C -0.31 3.34 1.83 -0.1895
C -0.38 4.85 2.02 -0.1910
N -0.23 5.57 0.75 -0.1648
C -1.38 5.29 -0.10 -0.2357
C -2.67 5.61 0.63 -0.1599
C -3.96 5.40 -0.19 -0.1581
C -3.85 4.95 -1.64 -0.1355
C -3.74 3.45 -1.79 -0.2184
C -4.65 2.63 -1.10 0.0014
C -4.64 1.32 -1.21 -0.0486
B -5.68 0.41 -0.44 -0.6382
O -6.98 0.45 -0.79 0.2100
O -5.23 -0.38 0.57 0.1879
C -3.70 0.73 -2.06 -0.3681
N -3.61 -0.54 -2.30 -0.1750
S -2.40 -0.67 -3.36 0.9910
N -1.97 0.86 -3.51 -0.2262
C -2.79 1.55 -2.73 -0.3473
C -2.82 2.94 -2.59 0.0289
C 0.96 5.36 0.17 -1.0903
S 1.21 4.84 -1.37 0.7138
S 2.35 5.75 1.18 0.9354
C 3.65 4.62 0.67 -0.5007
C 3.26 3.15 0.57 -0.3234
C 4.36 2.21 1.04 -0.0903
H -1.40 0.68 2.94 0.0550
H -0.43 0.93 1.55 0.0655
H -2.10 0.60 1.30 0.0601
H -2.26 2.84 1.12 0.0857
H -2.14 2.89 2.90 0.1107
H 0.10 3.05 0.87 0.0974
H 0.34 2.94 2.58 0.1150
H 0.42 5.15 2.67 0.0712
H -1.28 5.11 2.55 0.1054
H -1.40 4.26 -0.41 0.0930
H -1.32 5.93 -0.95 0.1032
H -2.61 6.63 0.97 0.1197
H -2.75 4.98 1.48 0.0731
H -4.49 6.34 -0.21 0.1046
H -4.60 4.72 0.34 0.0880
H -3.09 5.44 -2.22 0.1081
H -4.79 5.21 -2.11 0.1209
H -5.36 3.11 -0.47 0.1212
H -7.06 0.99 -1.58 0.1064
H -5.69 -0.23 1.39 0.1092
H -2.12 3.53 -3.13 0.1283
H 4.48 4.70 1.35 0.0680
H 3.99 4.94 -0.30 0.0581
H 3.11 2.95 -0.47 0.0686
H 2.32 2.93 1.02 0.0699
H 5.30 2.70 1.16 0.0659
H 4.51 1.43 0.33 0.0600
H 4.05 1.72 1.95 0.0677
C 0.15 -3.67 3.53 -1.6880
Br -0.91 -2.64 2.31 0.5888
Br 1.20 -2.58 4.71 0.5776
Br -0.91 -4.95 4.50 0.5643
H 0.85 -4.24 2.93 -0.1689
C 8.08 1.36 5.97 -1.6606
Br 9.08 3.01 6.03 0.5690
Br 6.58 1.41 7.16 0.5718
Br 7.58 0.92 4.16 0.5545
H 8.74 0.58 6.32 -0.0349
C 1.77 -4.51 -0.42 -1.5844
Br 0.68 -3.60 -1.72 0.5676
Br 2.71 -3.35 0.80 0.5907
Br 0.74 -5.82 0.55 0.5783
H 2.52 -5.04 -0.98 -0.0290
C 2.17 -1.69 -5.16 -1.6377
Br 1.02 -0.21 -4.71 0.5627
Br 3.55 -2.07 -3.88 0.5749
Br 1.12 -3.26 -5.53 0.5416
H 2.67 -1.42 -6.08 -0.0932
C 0.88 0.12 -8.62 -1.6427
Br 0.27 1.26 -10.05 0.5862
Br 1.04 -1.71 -9.20 0.5745
Br 2.52 0.77 -7.86 0.5888
H 0.13 0.15 -7.85 -0.0434
C -3.40 -7.29 0.05 -1.6442
Br -3.72 -5.82 -1.15 0.5759
Br -2.73 -6.67 1.74 0.5375
Br -4.96 -8.39 0.26 0.5674
H -2.63 -7.90 -0.39 -0.0312
C 4.39 -6.77 2.22 -1.6420
Br 6.24 -6.28 2.40 0.5656
Br 4.17 -8.67 2.41 0.5850
Br 3.19 -5.80 3.36 0.5648
H 4.09 -6.52 1.21 -0.0507
C 10.21 -4.33 2.71 -1.6496
Br 8.65 -3.46 3.44 0.5470
Br 10.26 -6.19 3.18 0.5663
Br 10.33 -4.07 0.81 0.5740
H 11.07 -3.86 3.15 -0.0332
C -8.89 -8.06 -1.37 -1.6614
Br -10.67 -7.36 -1.18 0.5729
Br -8.70 -9.77 -0.51 0.5521
Br -8.35 -8.14 -3.22 0.5674
H -8.22 -7.38 -0.88 -0.0426



[6]
82
Properties=species:S:1:pos:R:3:lowdin_charge:R:1 method="wB97M-V/def2-TZVPD" charge=-2 fmax_ev_per_a=0.257 spin_multiplicity=6 relative_energy_kcal_mol=46.9
Ru 2.69 0.84 2.14 1.1909
Se 4.44 -0.83 2.91 -0.2187
Te 6.22 -1.52 1.32 0.0665
Te 7.70 1.13 3.64 0.1694
Se 5.40 0.95 4.35 -0.1908
O 2.21 2.63 5.68 0.0494
C 1.81 2.20 4.62 -0.5815
O 2.28 1.09 4.09 -0.3096
C 0.68 2.89 3.90 -0.0720
C -0.13 3.71 4.69 0.0322
C -1.21 4.33 4.11 -0.1664
C -1.52 4.18 2.76 0.0542
C -0.72 3.37 1.95 -0.0965
C 0.42 2.71 2.53 -0.2251
O 1.20 1.98 1.76 -0.2675
N -1.07 3.26 0.61 -0.3888
O -0.41 2.53 -0.20 -0.1131
O -2.11 3.90 0.22 -0.1112
N -2.06 5.18 4.94 -0.3614
O -3.00 5.75 4.41 0.0410
O -1.80 5.28 6.13 0.0337
H 0.11 3.84 5.73 0.1180
H -2.37 4.67 2.32 0.1046
C -3.13 1.12 -1.27 -0.0977
C -3.28 -0.29 -0.68 -0.6102
C -4.54 -0.92 -1.30 -0.1013
C -3.50 -0.09 0.83 -0.1087
Si -1.74 -1.37 -1.02 0.4810
Br -0.17 -0.85 0.52 0.6462
C -2.07 -3.25 -0.70 -0.6209
C -2.91 -3.45 0.57 -0.1122
C -0.78 -4.06 -0.47 -0.1238
C -2.82 -3.89 -1.88 -0.0979
C -0.90 -1.01 -2.70 -0.6214
C -1.92 -1.05 -3.85 -0.0941
C -0.22 0.37 -2.68 -0.1052
C 0.21 -2.03 -3.02 -0.1066
H -3.99 1.73 -0.95 0.0900
H -3.13 1.12 -2.37 0.0664
H -2.23 1.64 -0.93 0.0398
H -5.38 -0.22 -1.15 0.0836
H -4.82 -1.87 -0.84 0.0544
H -4.44 -1.08 -2.37 0.0670
H -4.42 0.47 0.98 0.0872
H -2.69 0.49 1.26 0.0605
H -3.58 -1.03 1.38 0.0559
H -2.42 -3.00 1.44 0.0741
H -3.01 -4.52 0.76 0.0824
H -3.91 -3.03 0.49 0.0571
H -0.29 -3.75 0.45 0.0502
H -0.06 -3.98 -1.28 0.0549
H -1.05 -5.12 -0.37 0.0837
H -3.75 -3.37 -2.12 0.0617
H -3.08 -4.92 -1.63 0.0807
H -2.21 -3.92 -2.78 0.0623
H -2.68 -0.28 -3.75 0.0588
H -2.42 -2.02 -3.93 0.0619
H -1.40 -0.87 -4.80 0.0829
H -0.89 1.19 -2.41 0.0567
H 0.18 0.57 -3.68 0.0872
H 0.60 0.41 -1.97 0.0517
H -0.18 -3.03 -3.21 0.0621
H 0.95 -2.08 -2.23 0.0591
H 0.73 -1.70 -3.94 0.0854
N 5.57 2.29 -4.53 0.1192
C 5.14 2.06 -3.49 -0.2016
C 4.61 1.77 -2.18 -0.2465
C 4.62 2.75 -1.19 -0.0402
C 4.11 2.46 0.06 -0.0967
C 3.60 1.19 0.35 -0.3172
C 3.62 0.22 -0.65 -0.1667
C 4.11 0.50 -1.91 -0.0433
H 5.01 3.73 -1.42 0.1108
H 4.10 3.23 0.82 0.0989
H 3.26 -0.78 -0.43 0.0550
H 4.12 -0.26 -2.68 0.1135
C 3.03 -3.58 -0.14 -0.1872
O 2.50 -2.84 0.94 -0.2124
H 4.07 -3.80 0.09 0.0417
H 3.00 -3.02 -1.08 0.0662
H 2.48 -4.52 -0.29 0.0699
H 1.63 -2.50 0.69 -0.0652